[1]
Molecular formula: C6H25BO7
Method: DFT, wB97M-V/def2-TZVPD

Last column: Mulliken spin population.
Geometry (Å):
O  0.71411  -0.91166  -1.26189  0.3761
H  1.13864  -0.92268  -0.40093  0.0849
H  0.78142  -0.04198  -1.66279  0.1877
H  -0.22166  -1.10810  -1.17618  0.0342
B  2.40129  -0.78873  0.84290  0.0793
H  2.28143  0.14879  0.32240  0.0081
H  2.82723  -0.62907  1.82132  -0.0009
H  1.51134  -1.39083  0.94147  0.0042
H  3.09600  -1.37151  0.25810  -0.0010
C  -0.12292  2.10943  -2.58528  0.6167
C  -0.92941  1.12489  -3.43575  0.9183
O  -1.36022  -0.06887  -2.73802  -1.6049
O  1.07068  1.38753  -2.21743  -0.4317
H  -0.74113  2.45276  -1.75580  0.0278
H  0.18090  2.97503  -3.17395  -0.1770
H  -0.44830  0.76484  -4.34515  -0.2978
H  -1.87259  1.53615  -3.79545  -0.2607
H  -2.06292  -0.40905  -3.29667  0.8384
H  1.80503  2.00205  -2.28591  0.1456
C  0.19549  1.29180  2.55213  -0.0731
C  1.23311  2.31676  3.14441  0.0015
O  2.46578  2.23853  2.52263  -0.0037
O  0.59135  0.00209  2.85511  0.0070
H  -0.00485  1.38950  1.48516  0.0611
H  -0.70187  1.49571  3.13632  -0.0072
H  1.40065  2.07086  4.19301  0.0011
H  0.83545  3.32441  3.02361  -0.0006
H  2.76027  1.32495  2.53811  0.0012
H  1.22766  -0.37947  2.24592  -0.0014
C  -2.40365  -2.81816  -0.03915  0.4438
C  -1.70789  -1.82167  0.99341  0.0296
O  -1.46359  -0.52147  0.41591  0.3452
O  -1.38807  -3.00039  -1.05299  -0.0755
H  -3.32567  -2.43768  -0.47873  -0.2376
H  -2.61812  -3.76906  0.44858  -0.0066
H  -0.76130  -2.23705  1.33912  0.0026
H  -2.25325  -1.77155  1.93584  -0.1007
H  -2.31844  -0.08701  0.46152  0.0626
H  -1.81215  -3.47024  -1.77479  0.0034

- HOMO (alpha / beta): 0.2 / -6.3 eV
- Spin multiplicity: 2
- Orbital gap (alpha / beta): 2.779 / 9.206 eV
- Energy: -794.90499 Eh
- Net charge: -1
- Relative energy (zero: lowest compared OMol25 entry of this formula, charge and spin): 0.0 kcal per mole
- ⟨S²⟩: 0.750
- LUMO energy (alpha / beta): 3.01 / 2.94 eV

[2]
Molecular formula: C10H19NO3Si
Method: DFT, wB97M-V/def2-TZVPD

Last column: Mulliken spin population.
Geometry (Å):
C  2.52865  -0.25870  2.50407  0.5983
C  -0.04631  -0.15040  0.59133  -0.0129
C  -0.22974  0.23469  2.98046  0.0173
C  0.16844  -0.89806  1.94678  0.0210
C  0.60167  -1.79285  -3.99007  0.0002
C  -2.78822  0.57027  -0.96164  0.0001
C  1.27242  3.02299  2.09005  0.0762
C  0.21347  -1.30567  -2.58254  0.0012
C  -1.19272  -0.80271  -2.50311  -0.0041
C  -1.40401  0.10652  -1.25916  -0.0011
N  1.62127  -1.18842  2.06864  0.2137
O  3.68009  -0.49569  2.62007  0.7125
O  0.56131  0.86962  0.40002  -0.0059
O  -0.98926  -0.68838  -0.11064  0.0093
Si  1.27146  1.35776  2.99598  0.3088
H  -1.09004  0.73649  2.48044  0.0143
H  -0.71256  -0.05615  3.89179  -0.0052
H  -0.51089  -1.67941  2.10729  0.0028
H  0.53157  -0.88763  -4.72586  0.0000
H  -0.18089  -2.61998  -4.31361  -0.0001
H  1.59560  -2.24358  -4.01264  0.0000
H  -3.29274  -0.32871  -0.78239  -0.0001
H  -2.74255  1.27392  -0.15726  0.0002
H  -3.26835  1.07847  -1.67784  0.0001
H  0.49697  3.83048  2.23806  0.0174
H  2.14281  3.67024  2.14111  -0.0133
H  1.17665  3.00684  0.93001  0.0008
H  0.34356  -2.15979  -1.88859  0.0052
H  0.90169  -0.57539  -2.20138  -0.0007
H  -1.61638  -0.31755  -3.32712  0.0009
H  -1.84405  -1.69404  -2.16488  -0.0002
H  -0.62768  0.83603  -1.44024  0.0044
H  2.02037  -1.97797  1.61163  0.0157
H  1.40839  1.52675  4.50124  0.0233

- HOMO (alpha / beta): -4.2 / -9.4 eV
- Spin multiplicity: 3
- Orbital gap (alpha / beta): 4.960 / 7.440 eV
- Energy: -962.19936 Eh
- ⟨S²⟩: 2.007
- LUMO energy (alpha / beta): 0.73 / -1.99 eV

[3]
Molecular formula: C21H57F3N3O14SZn
Method: DFT, wB97M-V/def2-TZVPD

Last column: Mulliken charge in e.
Geometry (Å):
Zn  -1.28277  0.03344  3.20754  -0.1703
C  1.44610  -0.65571  -0.15679  0.4347
F  1.97536  -0.83379  -1.33904  -0.0938
F  1.74114  -1.71454  0.62673  -0.1475
F  2.01721  0.43232  0.41062  -0.2016
S  -0.40255  -0.46747  -0.14977  0.3373
O  -0.75276  0.66495  -0.95245  -0.1868
O  -0.85315  -1.74649  -0.62233  -0.5503
O  -0.63763  -0.25685  1.28127  0.1031
C  0.93076  3.44183  1.39586  0.5192
C  1.91787  3.82765  2.46256  -0.7425
O  1.51970  3.27392  3.72294  -0.4617
O  -0.34749  4.07042  1.53664  -0.5078
H  0.80002  2.35786  1.34666  -0.4733
H  1.34954  3.66664  0.40679  0.2694
H  2.10199  4.90287  2.46489  0.5249
H  2.85847  3.33155  2.19496  0.3081
H  1.69028  3.92179  4.41328  0.2948
H  -0.27720  4.85726  2.08547  0.3062
C  -0.58455  -4.04428  -4.56863  -0.5571
C  0.09400  -3.92793  -3.22252  0.3843
O  -0.85053  -4.09239  -2.19081  -0.5298
O  -1.07580  -5.34629  -4.79515  -0.5310
H  0.17045  -3.81066  -5.32554  0.2792
H  -1.35405  -3.27277  -4.69759  0.2740
H  0.60737  -2.95865  -3.14889  -0.1783
H  0.92223  -4.65125  -3.23248  0.2158
H  -0.72567  -3.41664  -1.51696  0.4289
H  -1.63389  -5.56940  -4.04166  0.3383
C  4.30505  -4.15842  3.06207  -0.2958
C  3.66510  -4.68936  1.79677  -0.5611
O  3.88876  -3.86457  0.66708  -0.5318
O  3.72379  -2.87403  3.43991  -0.4068
H  5.33260  -3.91150  2.78634  0.3060
H  4.17313  -4.91775  3.83562  0.3361
H  2.59825  -4.91170  1.95984  0.2408
H  4.09019  -5.68049  1.62078  0.3880
H  3.31179  -3.11245  0.84075  0.3081
H  4.34210  -2.54203  4.09822  0.2501
C  -3.72805  2.58657  -2.81001  -0.0015
C  -2.55040  3.00732  -3.64498  -0.4109
O  -1.38029  3.23526  -2.87424  -0.4983
O  -4.89321  2.80782  -3.57616  -0.5545
H  -3.73562  3.17641  -1.88221  0.0315
H  -3.67110  1.53518  -2.48943  0.2306
H  -2.84248  3.96487  -4.08138  0.3968
H  -2.37621  2.32079  -4.47756  0.2184
H  -1.25223  2.46491  -2.30959  0.2872
H  -5.66795  2.80615  -3.00967  0.3090
C  0.89787  -0.57319  5.91046  -1.4697
C  1.13555  -0.85156  4.41352  0.6193
C  0.50430  -2.08973  3.84380  -0.5846
O  -0.94532  -1.90825  3.84671  0.2500
C  -1.60828  -2.93148  4.57907  -1.0577
N  0.74999  0.35289  3.58932  -0.1244
H  1.65256  -1.06304  6.52021  0.3883
H  -0.04726  -1.01910  6.24327  0.2387
H  0.84074  0.49298  6.11779  0.3705
H  2.22376  -0.91717  4.32899  0.4532
H  0.87658  -3.00089  4.30498  0.5892
H  0.75660  -2.17090  2.78473  -0.0831
H  -1.39108  -3.95176  4.26576  0.3312
H  -2.68733  -2.78736  4.53552  0.2995
H  -1.36421  -2.84594  5.64376  0.3536
H  1.02377  1.16868  4.14057  0.1741
H  1.41579  0.43200  2.82154  0.0040
C  1.80085  0.25550  -3.89999  -1.1658
C  1.70235  0.91254  -5.29724  0.6223
C  2.81773  1.92655  -5.51914  -0.8710
O  2.53716  2.74991  -6.62892  -0.3572
C  2.03619  4.00769  -6.25630  -0.6233
N  1.73578  -0.16878  -6.32438  -0.7316
H  2.28114  0.90779  -3.17233  0.3706
H  2.50968  -0.57621  -3.99972  0.2787
H  0.81766  -0.12549  -3.64453  0.2155
H  0.75647  1.44635  -5.31433  0.0906
H  3.79002  1.45163  -5.69775  0.3621
H  2.97620  2.52185  -4.60753  0.3954
H  1.19261  3.91813  -5.56832  0.2346
H  1.70460  4.57569  -7.12668  0.2613
H  2.83967  4.61834  -5.82102  0.2826
H  1.73784  0.32927  -7.21758  0.3185
H  2.69975  -0.50245  -6.26585  0.3079
C  -3.89604  2.98747  1.65912  -1.5381
C  -3.40915  1.80535  2.46888  0.1618
C  -3.71877  0.51029  1.78078  -0.6961
O  -3.19389  -0.60831  2.49090  -0.2571
C  -3.71715  -1.82058  1.95245  -0.8581
N  -1.88307  1.89838  2.61206  0.0882
H  -3.45859  3.01592  0.66182  0.2865
H  -3.54446  3.90272  2.14664  0.3923
H  -4.98263  3.04936  1.68954  0.4840
H  -3.73207  1.85224  3.51047  0.4152
H  -3.36689  0.52071  0.74016  0.1598
H  -4.80125  0.39165  1.65158  0.6860
H  -3.45643  -1.94955  0.90013  0.3069
H  -4.80565  -1.78567  2.04683  0.3522
H  -3.36911  -2.68493  2.50692  0.3041
H  -1.57150  2.43472  1.79534  -0.1793
H  -1.76074  2.63542  3.31023  0.4205

- HOMO: -10.5 eV
- Orbital gap: 7.271 eV
- Energy: -4528.79811 Eh
- Net charge: +1
- Relative energy (zero: lowest compared OMol25 entry of this formula, charge and spin): 0.0 kcal per mole
- LUMO energy: -3.19 eV

[4]
Molecular formula: C3H5N3
Method: DFT, wB97M-V/def2-TZVPD

Last column: Mulliken charge in e.
Geometry (Å):
N  -0.91276  1.82277  0.29111  -0.5575
C  -0.25015  0.60592  0.06938  0.5619
C  -0.78240  -0.62701  -0.20629  -0.6467
N  0.31506  -1.45402  -0.37302  -0.0255
C  1.42061  -0.69310  -0.20883  -0.1832
N  1.12027  0.55469  0.06619  -0.6300
H  -0.22867  2.53435  0.51959  0.2941
H  -1.60087  1.76805  1.03131  0.2486
H  -1.79761  -0.97830  -0.30997  0.3713
H  0.29515  -2.43613  -0.59424  0.1789
H  2.42138  -1.09722  -0.28521  0.3880

- SMILES: Nc1c[nH]cn1
- HOMO: -7.9 eV
- Orbital gap: 8.922 eV
- Energy: -281.58989 Eh
- Relative energy (zero: lowest compared OMol25 entry of this formula, charge and spin): 0.1 kcal per mole
- LUMO energy: 0.99 eV